(1)
Below is the molecule C4H5N, with properties calculated with the ωB97M-V functional and the def2-TZVPD basis.

```
10
Properties=species:S:1:pos:R:3:forces:R:3:nbo_charge:R:1
C -1.44967 0.31266 0.37853 -1.312 -5.149 1.419 -0.441
N -0.62490 -0.98652 0.15956 -1.769 2.269 -0.306 -0.478
C 0.55164 -0.79372 -0.21692 1.209 -0.183 0.015 0.249
C 1.72225 -1.50794 -0.50859 -0.158 4.725 0.129 -0.155
C 1.87918 -0.14067 -0.52660 -2.872 -4.743 0.411 -0.199
H -1.84289 0.14335 1.39241 0.528 0.637 0.153 0.197
H -2.41659 0.26495 -0.13912 0.790 0.417 -0.846 0.206
H -0.81183 1.10248 0.31008 1.112 2.680 -0.430 0.182
H 2.16847 -2.41797 -0.57274 1.277 -2.339 -0.294 0.217
H 2.60179 0.57201 -0.69633 1.195 1.685 -0.250 0.222
```
Forces are in eV/Å.

Summary:
Charge: 0
Frontier orbital gap: 10.052 eV
HOMO energy: -9.01 eV
SMILES string: CN=c1cc1
Energy above the lowest of the compared OMol25 structures with the same formula, charge and spin: 89.2 kcal/mol

***

(2)
Below is the ion C4H5N with charge +1, with properties calculated with the ωB97M-V functional and the def2-TZVPD basis.

```
10
Properties=species:S:1:pos:R:3:forces:R:3:nbo_charge:R:1
C -0.90113 0.82203 0.34416 -2.050 -2.930 2.063 -0.285
C -0.06592 0.93160 -0.71928 2.987 0.054 -1.696 0.165
N 0.86312 -0.14411 -0.70562 -0.271 -0.852 0.718 -0.544
C 0.51485 -1.04438 0.30513 1.412 3.294 -4.202 0.200
C -0.55932 -0.50748 0.98671 -1.505 3.513 0.037 -0.086
H -1.84365 1.42021 0.48652 1.472 -0.672 0.238 0.294
H 0.16600 1.69102 -1.54142 -1.018 -0.938 1.510 0.276
H 1.67543 -0.18404 -1.35181 -0.983 -0.301 0.777 0.462
H 0.97689 -1.97021 0.29105 0.865 -1.655 0.596 0.250
H -0.82626 -1.01465 1.90456 -0.909 0.487 -0.041 0.269
```
Forces are in eV/Å.

Summary:
Charge: +1
Frontier orbital gap (spin up / spin down): 11.621 / 6.884 eV
HOMO energy (spin up / spin down): -15.56 / -15.33 eV
Multiplicity: 2
⟨S²⟩: 0.7641
Energy above the lowest of the compared OMol25 structures with the same formula, charge and spin: 9.4 kcal/mol

***

(3)
Below is a structure of composition C4H5N2, with properties calculated with the ωB97M-V functional and the def2-TZVPD basis.

```
11
Properties=species:S:1:pos:R:3:forces:R:3:nbo_charge:R:1
C -0.42060 -0.68193 1.53403 -0.685 0.270 2.346 -0.292
C 0.30077 0.17330 -1.51155 1.396 -0.363 -3.198 -0.271
C -0.59348 0.06270 0.30909 -0.773 0.364 -0.487 0.312
C 0.27557 -0.85918 -0.43180 -0.941 0.050 0.269 0.271
N 0.74399 -1.19998 0.71402 0.705 -0.950 -0.025 -0.169
N -0.38401 1.04497 -0.52385 1.065 3.096 0.931 -0.345
H -0.29675 -0.25576 2.52830 1.142 0.750 -0.300 0.273
H -1.19689 -1.37182 1.82689 -0.232 -0.914 -1.025 0.284
H 1.26966 0.51546 -1.88966 0.060 0.130 0.661 0.267
H -0.25255 -0.04569 -2.47765 0.011 0.186 1.541 0.286
H 0.55429 2.61792 -0.07781 -1.748 -2.618 -0.712 0.384
```
Forces are in eV/Å.

Summary:
Charge: +1
Frontier orbital gap (spin up / spin down): 7.486 / 8.741 eV
HOMO energy (spin up / spin down): -15.17 / -15.35 eV
Energy above the lowest of the compared OMol25 structures with the same formula, charge and spin: 188.8 kcal/mol

***

(4)
Below is a cluster of 2 separate species, C4H5N2 in total, with properties calculated with the ωB97M-V functional and the def2-TZVPD basis.

```
11
Properties=species:S:1:pos:R:3:forces:R:3:nbo_charge:R:1
C 2.51330 -1.45913 1.80110 0.096 0.128 -0.089 0.358
C 1.68464 -0.79505 1.03478 -1.159 0.594 0.060 -0.257
C 0.14114 -0.00501 -0.08205 0.557 0.505 1.864 0.515
C 0.12421 -1.06278 0.93839 0.597 -1.495 0.440 -0.406
N 1.43765 0.24732 0.09356 1.118 3.463 -2.396 -0.426
N -0.85220 0.58709 -0.65902 0.415 -0.745 0.254 -0.694
H -0.08487 -2.04721 0.55672 -0.137 -0.412 -0.216 0.277
H -0.49540 -0.86811 1.80989 0.276 0.250 0.168 0.283
H 2.24318 1.83020 -0.48995 -1.555 -3.743 1.377 0.488
H -1.80904 0.49351 -0.43160 -0.869 -0.867 0.481 0.445
H -0.69345 1.30035 -1.27376 0.662 2.322 -1.942 0.417
```
Forces are in eV/Å.

Summary:
Charge: +1
Frontier orbital gap (spin up / spin down): 6.632 / 6.634 eV
HOMO energy (spin up / spin down): -14.25 / -14.25 eV
Energy above the lowest of the compared OMol25 structures with the same formula, charge and spin: 173.4 kcal/mol

***

(5)
Below is a structure of composition C4H5N2O, with properties calculated with the ωB97M-V functional and the def2-TZVPD basis.

```
12
Properties=species:S:1:pos:R:3:forces:R:3:nbo_charge:R:1
C -0.90595 1.23947 -0.82627 -0.130 1.179 -0.465 0.459
C -0.16936 -0.23550 0.58384 0.852 2.031 -2.499 0.464
C 1.12040 0.23426 -0.87062 0.430 -3.108 3.470 0.708
C -0.03704 -1.33060 1.52351 -3.414 0.160 1.264 -0.764
N -1.16209 0.60863 0.29711 0.687 -1.801 0.880 -0.506
N 0.24452 1.00410 -1.55526 -2.371 2.792 -0.631 -0.623
O 2.20224 -0.23207 -0.93769 -1.327 1.201 -0.690 -0.381
H -1.62594 2.06378 -1.12792 1.094 -1.182 -0.037 0.264
H -0.03618 -2.18935 0.89339 0.048 -1.105 -0.943 0.311
H -0.91320 -1.56284 2.30051 1.795 1.121 -1.732 0.294
H 0.90338 -1.37806 1.97800 1.597 0.228 0.762 0.296
H 0.37923 1.77817 -2.25861 0.740 -1.517 0.623 0.479
```
Forces are in eV/Å.

Summary:
Charge: +1
Frontier orbital gap: 7.735 eV
HOMO energy: -14.72 eV
Energy above the lowest of the compared OMol25 structures with the same formula, charge and spin: 38.8 kcal/mol

***

(6)
Below is the ion C4H5N2O2 with charge +1, with properties calculated with the ωB97M-V functional and the def2-TZVPD basis.

```
13
Properties=species:S:1:pos:R:3:forces:R:3:nbo_charge:R:1
C 0.32235 -1.59124 -0.21855 1.095 -0.276 -1.104 0.907
C 0.07175 1.23034 -0.27592 0.503 -0.853 -0.183 0.635
C -0.78073 -0.92332 0.41019 -3.386 -2.803 -1.283 -0.565
C -1.13454 0.36121 -0.24081 -0.914 0.094 -3.052 -0.526
N 2.33397 0.53359 0.29280 0.736 1.359 0.369 -0.100
N 1.19680 0.36519 -0.06989 0.808 -3.159 -0.401 -0.220
O 0.86087 -2.45677 -0.72244 -0.291 1.182 0.727 -0.271
O 0.25741 2.36024 -0.48456 -0.391 2.383 -0.418 -0.395
H -1.64798 -1.68738 0.42771 1.123 1.167 -0.089 0.312
H -0.52306 -0.78120 1.37642 1.010 0.312 3.446 0.287
H -1.88423 0.96775 0.18491 -1.140 0.163 1.226 0.299
H -1.62978 0.08584 -1.24667 1.282 0.921 0.991 0.291
H 2.55719 1.53575 0.56681 -0.435 -0.489 -0.230 0.345
```
Forces are in eV/Å.

Summary:
Charge: +1
Frontier orbital gap: 8.625 eV
HOMO energy: -14.55 eV
Energy above the lowest of the compared OMol25 structures with the same formula, charge and spin: 47.3 kcal/mol

***

(7)
Below is a cluster of 2 separate species, C4H5N2O2 in total, with properties calculated with the ωB97M-V functional and the def2-TZVPD basis.

```
13
Properties=species:S:1:pos:R:3:forces:R:3:nbo_charge:R:1
C -0.37584 0.82610 -0.71910 -0.358 0.789 2.428 -0.274
C -1.46373 0.01839 -0.88116 1.322 0.178 -2.076 -0.152
C 0.56934 0.16041 0.51962 0.431 1.953 -2.679 0.660
C -1.18460 -1.30007 -0.24586 -0.784 -0.279 0.843 -0.286
N -0.05357 -0.94009 0.65636 -2.501 -4.646 -0.883 -0.525
N 3.09316 1.89974 1.33023 -1.406 3.853 -3.841 0.689
O 2.96507 2.76419 0.62579 0.654 -4.487 3.655 0.048
O 1.68723 0.33444 1.12251 -0.896 1.250 -0.768 -0.616
H -0.31978 1.89161 -1.04205 0.277 -1.186 0.139 0.246
H -2.21581 0.10991 -1.73505 0.962 0.205 1.641 0.268
H -1.95641 -1.85112 0.36306 0.303 1.271 -0.304 0.253
H -1.01463 -2.10820 -1.02068 0.811 1.068 0.608 0.259
H 0.26956 -1.80531 1.02634 1.186 0.031 1.237 0.428
```
Forces are in eV/Å.

Summary:
Charge: +1
Frontier orbital gap: 7.058 eV
HOMO energy: -14.28 eV
Energy above the lowest of the compared OMol25 structures with the same formula, charge and spin: 67.6 kcal/mol

***

(8)
Below is the ion C4H5N2O3 with charge -1, with properties calculated with the ωB97M-V functional and the def2-TZVPD basis.

```
14
Properties=species:S:1:pos:R:3:forces:R:3:nbo_charge:R:1
C 1.95132 -1.23635 -0.08227 -1.799 -1.361 -2.845 -0.673
C 1.15077 -0.41587 0.91554 0.028 0.072 0.967 0.600
O 1.54523 -0.24186 2.10116 0.066 -0.093 -1.045 -0.727
N 0.06992 0.11678 0.37356 0.972 -2.518 4.474 -0.458
C -1.08357 0.46678 0.86300 -0.960 -0.143 -0.519 0.066
C -1.91223 1.20069 0.01087 -0.539 0.087 0.353 -0.261
N -1.35416 1.19811 -1.24412 -1.738 0.384 -1.362 0.422
O -2.11312 1.19546 -2.29232 0.521 -0.105 0.774 -0.609
O -0.15603 0.96620 -1.27144 0.162 2.508 -4.285 -0.353
H 1.18790 -1.96560 -0.76264 2.101 2.209 1.693 0.197
H 2.64905 -1.87125 0.35734 0.777 -1.412 1.521 0.201
H 2.66592 -0.71986 -0.76519 -1.218 0.447 0.117 0.218
H -1.58813 0.00034 1.71558 0.504 -0.016 0.185 0.171
H -3.01284 1.30643 0.08093 1.126 -0.056 -0.029 0.206
```
Forces are in eV/Å.

Summary:
Charge: -1
Frontier orbital gap (spin up / spin down): 7.229 / 7.232 eV
HOMO energy (spin up / spin down): -3.18 / -3.18 eV
SMILES string: C/C([O-])=N/C=C\[N+](=O)[O-]
Energy above the lowest of the compared OMol25 structures with the same formula, charge and spin: 114.3 kcal/mol

***

(9)
Below is the ion C4H5N2O4P with charge -2, with properties calculated with the ωB97M-V functional and the def2-TZVPD basis.

```
16
Properties=species:S:1:pos:R:3:forces:R:3:nbo_charge:R:1
O 3.28949 -0.71964 1.06268 -0.085 -0.503 0.856 -0.813
C 2.49856 -0.29744 0.18958 -0.495 -0.945 1.571 0.743
O 2.82373 0.30486 -0.81174 0.397 1.672 -2.509 -0.777
C 0.97392 -0.58036 0.41387 -0.356 0.460 2.312 -0.509
N 0.21248 0.88249 1.02902 0.910 -3.301 0.876 -0.433
N -0.53736 1.42864 0.05429 -1.705 0.107 -4.161 -0.450
C -1.29593 0.29330 -0.72515 2.115 1.147 0.614 -0.429
C -2.32984 -0.36085 0.23588 0.340 -0.863 -1.205 0.723
O -1.91601 -1.51891 0.55888 -0.895 0.634 0.732 -0.779
O -3.38114 0.23133 0.51420 -0.173 0.042 0.330 -0.758
P -0.00838 -1.10256 -1.01323 0.565 1.612 -1.121 0.478
H 0.89108 -1.38235 1.21103 -0.054 1.297 -0.559 0.214
H -0.59001 0.44828 1.52789 1.332 -0.060 0.662 0.333
H 0.02185 1.92046 -0.67533 -0.097 -0.652 1.008 0.332
H -1.56524 0.73792 -1.68829 -0.727 -0.088 0.263 0.192
H 0.91279 -0.28519 -1.88359 -1.072 -0.559 0.331 -0.065
```
Forces are in eV/Å.

Summary:
Charge: -2
Frontier orbital gap: 7.569 eV
HOMO energy: -0.92 eV
SMILES string: O=C([O-])[C@H]1NN[C@H](C(=O)[O-])P1
Energy above the lowest of the compared OMol25 structures with the same formula, charge and spin: 105.6 kcal/mol

***

(10)
Below is the ion C4H5N2O4S with charge -1, with properties calculated with the ωB97M-V functional and the def2-TZVPD basis.

```
16
Properties=species:S:1:pos:R:3:forces:R:3:nbo_charge:R:1
C -0.06234 -1.24772 -0.01526 1.666 -0.115 -0.998 -0.705
C -0.41907 0.18377 0.12748 -1.327 0.348 -0.274 0.224
N 0.38594 1.26530 0.27949 1.578 0.399 1.365 -0.408
N -0.32752 2.41974 0.11671 -2.849 0.578 -1.066 -0.502
C -1.77053 2.11316 0.00124 3.142 -2.075 -0.007 0.641
O -2.58167 2.97202 -0.14231 -1.065 0.697 0.183 -0.602
C -1.68955 0.62556 0.03354 -2.824 -0.342 -0.068 -0.509
S -3.07361 -0.63734 -0.05682 -0.790 0.807 -0.078 2.403
O -3.01566 -1.34268 1.22663 0.644 0.112 -0.610 -1.022
O -2.74346 -1.42252 -1.24347 0.629 -0.487 0.251 -1.027
O -4.33086 0.04487 -0.26903 0.121 0.763 0.363 -1.004
H -0.97037 -1.71599 -0.46000 1.194 0.237 -0.941 0.315
H -0.13304 -1.79915 0.91933 0.962 0.304 0.522 0.249
H 0.99328 -1.31660 -0.59909 -2.577 -0.406 1.377 0.193
H 1.25586 1.39636 -0.16973 1.023 -0.805 -0.532 0.373
H -0.12422 3.24599 0.64332 0.472 -0.015 0.514 0.381
```
Forces are in eV/Å.

Summary:
Charge: -1
Frontier orbital gap: 8.437 eV
HOMO energy: -5.01 eV
SMILES string: Cc1[nH][nH]c(=O)c1S(=O)(=O)[O-]
Energy above the lowest of the compared OMol25 structures with the same formula, charge and spin: 33.7 kcal/mol